Entry from the Open Molecules 2025 dataset: the molecule C3H5NO3 (ωB97M-V with the def2-TZVPD basis set).

Structure (XYZ):
```
12
Properties=species:S:1:pos:R:3:forces:R:3:mulliken_charge:R:1
N -1.62708 -0.68343 0.12972 0.1156 -0.1093 -0.0561 -0.451
C -0.53884 -0.28861 0.86278 0.1298 -0.1894 0.1615 0.652
O -0.06038 -0.94481 1.75898 -0.4396 0.2393 0.0121 -0.560
C 0.05921 1.06318 0.47137 0.0466 -0.0206 0.1079 -0.475
O 1.00329 0.96576 -0.62283 -0.1864 -0.0474 -0.1133 -0.314
C 1.52633 -0.20998 -1.03544 -0.0310 -0.4104 0.0304 0.191
O 1.33382 -1.30876 -0.59692 -0.0134 0.6481 -0.2475 -0.445
H -1.96465 -0.14218 -0.65094 0.2417 -0.0403 0.0826 0.218
H -1.77160 -1.68109 0.07900 -0.1562 0.0999 0.1511 0.242
H -0.71668 1.78052 0.16678 0.2834 -0.2438 -0.1106 0.294
H 0.58039 1.47268 1.33924 0.0172 -0.1622 -0.1414 0.270
H 2.17619 -0.02327 -1.90177 -0.0077 0.2360 0.1234 0.377
```
Forces are in eV/Å.

Summary:
SMILES: NC(=O)COC=O
highest occupied orbital energy: -0.36858 Ha
charge: 0
molar mass: 103.08 g/mol
Kohn-Sham gap: 10.71 eV

***

Entry from the Open Molecules 2025 dataset: a 3-piece molecular cluster, C4H13NO2 overall in a non-equilibrium geometry (ωB97M-V with the def2-TZVPD basis set).

Structure (XYZ):
```
20
Properties=species:S:1:pos:R:3:forces:R:3:mulliken_charge:R:1
C 0.69244 -2.14792 1.30837 1.5221 0.6106 -0.4631 -0.603
C 1.04326 -2.60493 -0.15607 -2.0544 0.5554 -1.3729 -0.547
C 0.22069 -1.47215 -0.97844 -1.3852 -1.5257 2.5873 -0.555
N -0.89802 -0.99701 -0.02999 1.8033 0.3096 0.0587 -0.351
C -0.77508 -1.62628 1.26598 1.3371 -3.2183 -1.9932 -0.532
H 1.49687 -1.36327 1.57082 -1.4660 -0.9193 -0.2120 0.239
H 0.80048 -2.97169 2.00237 0.0033 -0.0427 0.3092 0.374
H 2.08571 -2.61642 -0.44816 0.4088 0.7261 0.4377 0.335
H 0.77916 -3.64472 -0.55063 -0.5416 1.2051 1.2097 0.252
H 0.82625 -0.64027 -1.15334 1.0111 1.2592 -0.4915 0.183
H -0.22403 -1.82828 -1.87312 -0.1801 -0.3877 -0.9281 0.405
H -1.84411 -0.86619 -0.32164 -0.1863 -0.4620 -0.7781 0.247
H -1.07359 -1.01272 2.05495 -0.3506 0.9419 1.3786 0.338
H -1.32717 -2.60873 1.26652 -0.1665 0.8736 0.4077 0.248
O -0.39770 1.72449 -0.67166 2.3899 2.6534 1.3366 -0.698
H -0.80494 1.07875 -0.07398 0.4937 -0.2577 0.1756 0.358
H 0.31334 2.29071 -0.12812 -2.5675 -2.3245 -1.6264 0.311
O 0.20549 5.52605 -0.47456 -1.1137 -1.0510 -1.1254 -0.651
H 0.08019 4.55155 -0.33723 0.0720 1.3657 -0.2345 0.321
H -0.37228 5.71364 -1.26789 0.9706 -0.3117 1.3242 0.325
```
Forces are in eV/Å.

Summary:
SMILES: C1CCNC1.O.O
highest occupied orbital energy: -0.31913 Ha
charge: 0
molar mass: 107.15 g/mol
Kohn-Sham gap: 9.44 eV

***

Entry from the Open Molecules 2025 dataset: the molecule C3H5ClO5S in a non-equilibrium geometry (ωB97M-V with the def2-TZVPD basis set).

Structure (XYZ):
```
15
Properties=species:S:1:pos:R:3:forces:R:3:mulliken_charge:R:1
O -1.41176 0.84994 1.13728 0.2673 0.4423 1.4913 -0.487
C -0.32932 0.84756 1.66620 -0.1414 -1.3759 0.2607 0.670
O -0.06950 0.79353 3.01511 -0.8186 0.2921 -1.3739 -0.475
C 0.89153 0.68773 0.78580 0.0412 0.3854 0.6009 -0.428
C 1.28991 -0.74979 0.52696 -0.8234 -0.1387 -1.2025 -0.531
Cl 1.78051 -1.50848 2.02452 0.2905 -0.4694 0.3764 -0.190
S 0.59826 1.52948 -0.72846 0.9121 2.9300 -3.6023 1.154
O -0.00152 2.85370 -0.55489 0.3438 -2.4845 0.5099 -0.574
O 1.82578 1.54542 -1.52094 -1.6118 -1.0652 1.4606 -0.630
O -0.46103 0.53713 -1.47626 1.5551 0.9877 0.6592 -0.461
H 0.83396 0.46128 3.16533 -0.2709 0.1869 -0.1233 0.340
H 1.71690 1.21902 1.22809 0.5821 0.2914 0.0567 0.456
H 0.46321 -1.30461 0.03945 0.3544 0.2284 0.6480 0.355
H 2.09681 -0.74531 -0.19405 0.4051 -0.0941 0.1189 0.427
H -1.28607 0.92104 -1.17649 -1.0857 -0.1165 0.1195 0.374
```
Forces are in eV/Å.

Summary:
SMILES: O=C(O)[C@@H](CCl)S(=O)(=O)O
highest occupied orbital energy: -0.42360 Ha
charge: 0
molar mass: 188.59 g/mol
Kohn-Sham gap: 11.80 eV